No. 1
Here is C17H31F3O2P2Re as an isolated structure from OMol25. Energies are from wB97M-V/def2-TZVPD.

Atoms and positions in Å:
1 P -0.237 1.071 1.876
2 P 0.735 0.690 -1.539
3 C 0.440 2.475 0.773
4 C 0.076 2.269 -0.686
5 H 1.536 2.372 0.765
6 H 0.269 3.484 1.139
7 H -1.006 2.340 -0.823
8 H 0.429 3.083 -1.330
9 C 1.621 1.469 -2.965
10 H 1.719 0.811 -3.841
11 H 2.641 1.739 -2.688
12 H 1.135 2.379 -3.288
13 C -1.422 1.646 -3.292
14 H -0.890 2.520 -2.818
15 H -2.488 1.791 -2.991
16 H -1.356 1.818 -4.385
17 C 0.701 1.362 3.491
18 H 0.387 0.635 4.268
19 H 0.563 2.399 3.834
20 H 1.764 1.191 3.268
21 C -1.428 2.600 2.577
22 H -2.207 2.862 1.845
23 H -0.785 3.496 2.721
24 H -1.887 2.404 3.569
25 Re 1.774 -1.587 1.011
26 C -1.766 -0.798 -2.432
27 C -0.896 0.330 -2.784
28 C 2.198 0.261 -0.511
29 C 1.616 0.330 0.876
30 C -2.621 0.563 2.191
31 C -3.039 -0.222 1.199
32 C -2.414 -0.115 -0.211
33 C -1.955 -1.330 -1.021
34 C 0.703 -2.276 2.694
35 H -1.819 -1.557 -3.174
36 H -0.398 -0.025 -3.688
37 H 2.993 1.028 -0.645
38 H 2.545 -0.689 -1.030
39 H 3.090 -1.037 1.783
40 H 2.264 0.914 1.522
41 H -2.793 0.649 3.286
42 H -3.772 -0.996 1.323
43 H -1.545 0.577 -0.118
44 H -3.196 0.424 -0.804
45 H -1.037 -1.723 -0.519
46 H -2.695 -2.169 -1.015
47 H -0.232 -2.768 2.295
48 H 0.382 -1.403 3.316
49 H 1.231 -3.055 3.348
50 F 2.135 -6.074 -0.356
51 C 1.717 -5.135 -1.255
52 F 2.762 -4.860 -2.063
53 F 0.708 -5.635 -1.994
54 C 1.295 -3.835 -0.450
55 O 2.321 -3.152 -0.066
56 O 0.131 -3.541 -0.191

Properties
* E: -1876.33668 hartree
* total charge: +2
* multiplicity: 4
* HOMO-LUMO gap (alpha / beta): 0.2169 / 0.2403 Eh
* lowest unoccupied orbital energy (alpha / beta): -8.21 / -8.20 eV
* relative energy (zero: lowest compared OMol25 entry of this formula, charge and spin): 219.40 kcal per mole

***

No. 2
Here is an isolated ion of composition C17H31F4N3O4P and charge +1 from OMol25. Energies are from wB97M-V/def2-TZVPD.

Atoms and positions in Å:
1 C 5.232 -0.497 0.006
2 C 5.162 0.509 1.207
3 O 4.255 0.069 2.227
4 C 3.030 0.777 2.246
5 C 1.952 -0.109 1.513
6 N 0.601 0.464 1.567
7 F -0.061 0.178 2.741
8 C -0.205 0.296 0.403
9 N -0.512 1.486 -0.323
10 C -1.453 2.332 0.451
11 C -2.720 2.757 -0.380
12 O -3.886 2.743 0.443
13 C -4.934 2.049 -0.104
14 O -5.956 1.976 0.448
15 P 0.943 2.391 -0.805
16 C 2.157 1.265 -1.664
17 O 0.374 3.399 -2.029
18 N -0.722 -0.811 -0.027
19 C -1.583 -0.839 -1.226
20 C -0.811 -0.672 -2.561
21 C -1.791 -0.581 -3.747
22 F -2.760 -1.533 -3.801
23 C -1.728 0.422 -4.665
24 F -0.704 0.554 -5.476
25 F -2.664 1.349 -4.788
26 C -0.499 -2.092 0.685
27 C -1.463 -2.309 1.930
28 C -0.589 -2.853 3.111
29 C -2.661 -3.245 1.614
30 H 6.264 -0.864 -0.154
31 H 4.926 0.000 -0.936
32 H 4.589 -1.379 0.186
33 H 4.974 1.541 0.850
34 H 6.164 0.527 1.686
35 H 3.079 1.808 1.845
36 H 2.698 0.798 3.308
37 H 2.279 -0.417 0.498
38 H 1.927 -1.056 2.103
39 H -1.851 1.708 1.286
40 H -0.965 3.201 0.944
41 H -2.832 2.101 -1.266
42 H -2.530 3.796 -0.719
43 H -4.845 1.526 -1.091
44 H 1.779 0.237 -1.875
45 H 2.994 1.117 -0.948
46 H 2.581 1.734 -2.571
47 H -0.321 2.921 -2.522
48 H -2.152 -1.787 -1.302
49 H -2.355 -0.044 -1.202
50 H -0.261 0.289 -2.577
51 H -0.023 -1.448 -2.716
52 H -0.796 -2.887 -0.032
53 H 0.552 -2.301 0.939
54 H -1.854 -1.323 2.248
55 H -1.219 -2.985 4.014
56 H -0.082 -3.805 2.846
57 H 0.212 -2.142 3.392
58 H -3.368 -2.697 0.961
59 H -3.195 -3.407 2.576
60 H -2.374 -4.241 1.235

Properties
* E: -1871.89993 hartree
* total charge: +1
* multiplicity: 1
* HOMO-LUMO gap: 0.2572 Eh
* lowest unoccupied orbital energy: -4.79 eV
* SMILES: CCOCCN(F)/C(N(CCOC=O)P(C)O)=[N+](/CCC(F)=C(F)F)CC(C)C

***

No. 3
Here is C17H31F5IrP2 as an isolated structure from OMol25. Energies are from wB97M-V/def2-TZVPD.

Atoms and positions in Å:
1 P -0.676 -1.819 -0.791
2 P 0.443 1.329 -1.718
3 C -1.035 -0.931 -2.446
4 C 0.029 0.037 -2.990
5 H -2.015 -0.432 -2.397
6 H -1.165 -1.736 -3.183
7 H 0.936 -0.503 -3.311
8 H -0.330 0.565 -3.892
9 C -0.557 2.717 -2.810
10 H -0.406 3.694 -2.332
11 H -1.642 2.508 -2.752
12 H -0.214 2.755 -3.859
13 C 1.806 2.528 -2.285
14 H 1.826 2.542 -3.381
15 H 2.826 2.351 -1.893
16 H 1.527 3.529 -1.925
17 C -2.028 -2.858 -0.236
18 H -1.720 -3.299 0.733
19 H -2.189 -3.648 -0.979
20 H -2.933 -2.261 -0.119
21 C 0.184 -3.240 -1.632
22 H 1.064 -2.964 -2.222
23 H -0.514 -3.710 -2.336
24 H 0.466 -3.987 -0.891
25 Ir -1.715 -1.784 2.501
26 C 0.535 2.607 0.080
27 C -0.616 1.957 -0.401
28 C -1.080 0.518 0.219
29 C 0.047 -0.545 0.510
30 C 1.209 -0.908 -0.583
31 C 1.858 0.314 -0.982
32 C 2.491 1.078 0.224
33 C 1.452 1.957 1.015
34 C -0.478 -3.280 3.016
35 H 0.689 3.658 -0.213
36 H -1.552 2.471 -0.678
37 H -1.854 0.116 -0.466
38 H -1.681 0.672 1.119
39 H 0.739 -0.003 1.161
40 H -0.317 -1.366 1.401
41 H 1.819 -1.749 -0.254
42 H 2.616 0.102 -1.751
43 H 3.229 1.812 -0.127
44 H 3.011 0.355 0.849
45 H 0.870 1.362 1.725
46 H 2.002 2.704 1.607
47 H 0.247 -2.469 3.354
48 H -0.077 -3.957 2.237
49 H -0.848 -3.929 3.841
50 F -2.462 -0.055 4.676
51 C -1.519 0.094 3.699
52 F -1.955 1.190 2.930
53 C -0.339 0.776 4.517
54 F 0.005 0.077 5.617
55 F 0.793 1.069 3.836
56 F -0.804 1.989 4.969

Properties
* E: -1951.50504 hartree
* total charge: +2
* multiplicity: 6
* HOMO-LUMO gap (alpha / beta): 0.2205 / 0.1985 Eh
* lowest unoccupied orbital energy (alpha / beta): -7.74 / -9.28 eV
* relative energy (zero: lowest compared OMol25 entry of this formula, charge and spin): 189.83 kcal per mole

***

No. 4
Here is a 2-piece molecular cluster, C17H31INO5 overall from OMol25. Energies are from wB97M-V/def2-TZVPD.

Atoms and positions in Å:
1 O 3.383 -0.274 1.036
2 C 2.727 0.753 0.820
3 O 2.982 2.098 1.297
4 C 3.115 2.812 0.013
5 C 4.669 2.785 -0.385
6 C 5.028 4.060 -1.297
7 O 6.339 4.629 -1.024
8 C 2.069 1.992 -0.931
9 C 0.913 2.842 -1.671
10 C -0.278 3.300 -0.680
11 C 0.030 4.675 0.099
12 I -1.676 5.300 1.361
13 O 1.560 0.958 -0.005
14 H 2.784 3.903 0.074
15 H 4.903 1.803 -0.929
16 H 5.276 2.780 0.588
17 H 4.246 4.898 -1.143
18 H 4.925 3.738 -2.398
19 H 6.993 3.903 -0.891
20 H 2.545 1.315 -1.741
21 H 1.438 3.743 -2.146
22 H 0.496 2.164 -2.504
23 H -0.568 2.502 0.081
24 H -1.199 3.474 -1.345
25 H 0.893 4.532 0.846
26 H 0.326 5.499 -0.650
27 C -0.216 -3.167 -0.216
28 C -1.260 -2.029 -0.077
29 C -1.277 -1.513 1.378
30 C -1.962 -2.467 2.352
31 C -3.353 -2.847 1.856
32 C -3.360 -3.386 0.410
33 N -2.598 -2.513 -0.534
34 O -3.366 -1.420 -0.793
35 C -2.780 -4.820 0.386
36 C -4.834 -3.587 -0.030
37 C -0.698 -0.902 -0.983
38 H -0.170 -3.819 0.655
39 H -0.411 -3.779 -1.101
40 H 0.797 -2.768 -0.330
41 H -1.792 -0.545 1.424
42 H -0.253 -1.328 1.722
43 H -1.354 -3.363 2.505
44 H -2.044 -1.987 3.332
45 H -3.784 -3.589 2.536
46 H -3.998 -1.962 1.927
47 H -2.665 -5.181 -0.641
48 H -3.448 -5.519 0.899
49 H -1.823 -4.917 0.893
50 H -5.425 -2.670 0.046
51 H -5.332 -4.324 0.608
52 H -4.892 -3.950 -1.060
53 H -0.667 -1.217 -2.031
54 H 0.322 -0.638 -0.688
55 H -1.279 0.022 -0.918

Properties
* E: -1394.83934 hartree
* multiplicity: 2
* HOMO-LUMO gap (alpha / beta): 0.3319 / 0.3491 Eh
* lowest unoccupied orbital energy (alpha / beta): 0.20 / 0.04 eV

***

Please write out number 3 again, unchanged.
Here is C17H31F5IrP2 as an isolated structure from OMol25. Energies are from wB97M-V/def2-TZVPD.

Atoms and positions in Å:
1 P -0.676 -1.819 -0.791
2 P 0.443 1.329 -1.718
3 C -1.035 -0.931 -2.446
4 C 0.029 0.037 -2.990
5 H -2.015 -0.432 -2.397
6 H -1.165 -1.736 -3.183
7 H 0.936 -0.503 -3.311
8 H -0.330 0.565 -3.892
9 C -0.557 2.717 -2.810
10 H -0.406 3.694 -2.332
11 H -1.642 2.508 -2.752
12 H -0.214 2.755 -3.859
13 C 1.806 2.528 -2.285
14 H 1.826 2.542 -3.381
15 H 2.826 2.351 -1.893
16 H 1.527 3.529 -1.925
17 C -2.028 -2.858 -0.236
18 H -1.720 -3.299 0.733
19 H -2.189 -3.648 -0.979
20 H -2.933 -2.261 -0.119
21 C 0.184 -3.240 -1.632
22 H 1.064 -2.964 -2.222
23 H -0.514 -3.710 -2.336
24 H 0.466 -3.987 -0.891
25 Ir -1.715 -1.784 2.501
26 C 0.535 2.607 0.080
27 C -0.616 1.957 -0.401
28 C -1.080 0.518 0.219
29 C 0.047 -0.545 0.510
30 C 1.209 -0.908 -0.583
31 C 1.858 0.314 -0.982
32 C 2.491 1.078 0.224
33 C 1.452 1.957 1.015
34 C -0.478 -3.280 3.016
35 H 0.689 3.658 -0.213
36 H -1.552 2.471 -0.678
37 H -1.854 0.116 -0.466
38 H -1.681 0.672 1.119
39 H 0.739 -0.003 1.161
40 H -0.317 -1.366 1.401
41 H 1.819 -1.749 -0.254
42 H 2.616 0.102 -1.751
43 H 3.229 1.812 -0.127
44 H 3.011 0.355 0.849
45 H 0.870 1.362 1.725
46 H 2.002 2.704 1.607
47 H 0.247 -2.469 3.354
48 H -0.077 -3.957 2.237
49 H -0.848 -3.929 3.841
50 F -2.462 -0.055 4.676
51 C -1.519 0.094 3.699
52 F -1.955 1.190 2.930
53 C -0.339 0.776 4.517
54 F 0.005 0.077 5.617
55 F 0.793 1.069 3.836
56 F -0.804 1.989 4.969

Properties
* E: -1951.50504 hartree
* total charge: +2
* multiplicity: 6
* HOMO-LUMO gap (alpha / beta): 0.2205 / 0.1985 Eh
* lowest unoccupied orbital energy (alpha / beta): -7.74 / -9.28 eV
* relative energy (zero: lowest compared OMol25 entry of this formula, charge and spin): 189.83 kcal per mole

***

> The lowest E belongs to which entry?

C17H31F5IrP2